No. 1
Molecular formula: C70H98N4O22
Method: DFT, the ωB97M-V functional and the def2-TZVPD basis

E_tot = -4600.208422 Eh
HOMO = -7.84 eV
E_LUMO = 0.1 eV
net charge = 0

CARTESIAN COORDINATES (ANGSTROEM)
O  -2.12207  1.64623  7.18802
O  -3.89026  0.96740  1.77007
O  -2.83929  0.99262  -0.84742
O  4.59775  -6.04691  -0.45167
O  0.46583  -1.08510  3.22888
O  -2.11984  3.43211  -5.72609
O  1.00708  -0.95398  -5.22676
O  -1.78567  -4.22794  -2.70471
O  0.34994  4.83116  -1.29652
O  3.72920  0.40612  0.50441
O  0.10786  6.72267  4.33369
O  4.87763  1.87723  -1.40332
O  2.72005  4.09778  3.60630
O  -5.58023  -3.73197  4.03466
O  -4.35087  1.76775  -2.70570
O  -4.63089  3.90478  4.05044
O  2.08784  -1.19897  -0.78523
O  0.61249  -4.71759  3.22376
O  6.68220  -3.56953  3.02468
O  -4.30427  -5.02949  -2.72591
O  -6.87752  -1.37520  0.60542
O  3.40909  -0.24984  -5.88021
N  3.67135  4.10458  7.22130
N  -2.05103  3.43218  -2.40414
N  -1.60521  -7.09298  -3.87007
N  3.37910  -1.97761  -3.61712
C  -0.12346  -0.46212  4.24414
C  -6.22447  -2.28515  -0.19383
C  -5.16254  -2.57923  3.50262
C  -1.25074  -1.00003  4.79164
C  0.87997  -0.62526  -0.81507
C  -1.02531  0.00152  -5.79845
C  5.71649  -0.91693  0.70885
C  -0.46204  -6.29631  -3.41612
C  -2.37715  4.18184  3.39477
C  0.02663  2.50083  -5.36051
C  -1.33263  2.30187  -5.65580
C  -3.47907  4.59792  4.12400
C  3.74272  3.78268  -0.79680
C  0.80078  1.37190  -5.25822
C  1.64729  -5.01160  2.38968
C  -0.31614  1.48854  5.65550
C  -1.19058  -0.23149  -1.93741
C  3.49679  3.65999  4.77804
C  4.59368  -2.28321  2.80860
C  4.61758  -0.51359  -5.23578
C  1.33870  2.77329  -1.72853
C  -6.85008  -3.45537  -0.52845
C  0.86440  -6.76370  -4.04441
C  -4.88927  -4.13068  -1.89579
C  3.48976  6.07885  5.81543
C  -5.82354  -1.39186  3.79298
C  -3.40425  3.89597  -2.05961
C  -1.58113  0.53274  -0.83887
C  -2.15511  6.34630  5.07491
C  -5.25589  0.94039  -3.45625
C  -0.74310  0.85883  0.18425
C  3.15906  4.53994  5.95196
C  4.22952  -0.76173  -3.73165
C  5.45792  -0.96907  -2.83836
C  -5.02941  -1.88742  -0.75667
C  -6.14249  -4.42491  -1.39276
C  -5.26206  -0.19296  3.25359
C  -1.41026  0.93458  6.22989
C  -4.38861  -2.82500  -1.54258
C  3.62785  -5.68211  0.50097
C  5.97258  -2.56424  2.40768
C  3.69681  2.48294  -1.27925
C  -1.91035  1.09008  -5.79408
C  -3.57292  5.32571  -2.32980
C  2.99433  -4.49676  0.40662
C  2.48169  2.01456  -1.83919
C  -3.39195  5.70649  5.00882
C  -0.79331  -4.76603  -3.62027
C  3.39225  -6.51620  1.59527
C  2.90019  3.12554  2.63650
C  -1.29146  -4.02306  -1.40912
C  -1.94743  -0.25159  5.75445
C  0.50905  0.21706  0.27664
C  2.38628  -6.16257  2.53152
C  0.31754  0.81034  4.65976
C  -1.19821  4.91865  3.44770
C  -4.47255  3.15096  -2.91765
C  1.97475  -4.19188  1.29597
C  3.86350  -1.27746  2.21260
C  -3.55658  -1.46444  2.10292
C  0.22940  0.14614  -5.42603
C  1.44933  4.03685  -1.28621
C  -4.02146  -2.64855  2.63177
C  3.56429  0.07407  -7.19151
C  4.46014  -0.60284  1.12272
C  -1.10271  6.04664  4.22407
C  -4.25593  -0.25535  2.37317
C  0.12512  -0.78627  -1.94093
C  2.67234  4.56310  -0.81800
C  6.53344  -1.84536  1.37929
H  -7.90278  -3.52381  -0.29700
H  -1.10787  -4.97138  -0.90404
H  6.71836  -3.50042  3.98150
H  -4.81450  -4.20665  4.36622
H  2.52912  0.15666  -7.52272
H  -0.37736  4.26859  -1.57246
H  2.18568  -6.83454  3.35287
H  -1.30569  -7.98814  -3.51078
H  -2.84790  -0.62437  6.21984
H  -5.58751  0.81592  3.46010
H  -6.39345  -1.12783  1.39669
H  3.02531  3.57131  1.64972
H  3.85604  -0.85624  -7.67885
H  6.01430  -1.90225  -2.92609
H  -3.30861  5.61052  -3.34820
H  6.22986  -0.31809  -0.02889
H  -1.98350  2.63615  -1.78616
H  4.03667  1.04780  -7.32123
H  1.93547  2.61820  2.63172
H  1.82411  1.44482  -4.92076
H  -1.93468  2.96662  -3.29285
H  -3.34492  1.20793  -1.63457
H  -1.25831  -4.71659  -4.60487
H  2.85995  -1.08964  2.56475
H  5.29102  0.34297  -5.26531
H  -2.70620  -1.50323  1.43829
H  0.10726  -4.15588  -3.68960
H  3.97092  -7.40523  1.79814
H  4.25066  0.99436  -0.04665
H  4.46988  6.22156  5.36034
H  -1.34123  -1.01526  -5.97931
H  0.42203  3.50574  -5.34578
H  2.62895  -0.63334  -0.22947
H  4.55086  3.70478  4.50413
H  -3.52452  -3.60563  2.57298
H  3.41013  3.16215  7.47367
H  -4.93045  -0.09954  -3.42908
H  2.74977  6.57522  5.18762
H  -4.28085  3.38445  -3.96495
H  0.76506  -5.33822  3.94011
H  0.22682  -2.01421  3.19369
H  3.17866  2.63440  4.96525
H  -1.90942  -0.32576  -2.73790
H  3.67799  2.38374  2.81775
H  -2.32444  3.31907  2.74726
H  7.56346  -1.93185  1.06632
H  6.16751  -0.17320  -3.06458
H  3.37989  6.71381  6.69455
H  0.37708  -1.45055  -2.75435
H  4.10460  -2.94281  3.51010
H  -0.38032  -3.42978  -1.48610
H  -6.63503  -1.51768  4.49443
H  5.16508  -1.41647  -5.50620
H  -0.98682  1.62289  0.90759
H  5.70513  2.25061  -1.09119
H  -4.70595  3.49741  3.18440
H  -2.83838  5.94665  -1.81699
H  -4.22821  5.99910  5.62645
H  2.69707  5.61015  -0.55441
H  4.70030  4.05972  -0.38122
H  -4.49642  -0.99544  -0.46221
H  1.36155  -3.30886  1.19272
H  5.20946  -0.85414  -1.78329
H  -3.65990  3.73391  -1.01248
H  1.88745  -0.67345  -5.48721
H  -3.42739  -2.66416  -2.00796
H  -0.47046  -6.39556  -2.33068
H  2.07818  4.47712  6.07787
H  -2.96827  0.89317  -5.88592
H  -3.50707  -4.58954  -3.03009
H  1.10625  -7.82576  -4.00394
H  3.09115  4.60214  7.88152
H  1.21507  1.18013  4.18639
H  -1.63758  4.22229  -5.47183
H  -6.28771  1.12589  -3.15784
H  -4.62377  5.60371  -2.24898
H  0.52822  2.28097  -2.24539
H  -0.37573  4.41755  2.95902
H  3.13795  -3.73794  -0.34834
H  -2.01365  7.16074  5.76995
H  1.17074  0.50347  1.08071
H  -5.48804  3.52571  -2.78945
H  -6.61118  -5.39029  -1.51425
H  1.63347  -6.14745  -3.57873
H  -3.44335  0.87380  0.92561
H  -2.05991  -3.46638  -0.87276
H  0.64462  6.92815  3.56475
H  3.62182  0.05157  -3.33497
H  2.44970  0.99466  -2.19300
H  -2.43723  -6.88871  -3.33515
H  2.53389  -1.80003  -4.14076
H  2.97750  -1.85458  -2.69861
H  4.43711  -5.54874  -1.25642
H  -2.98557  1.70596  6.77282
H  -5.19048  1.22521  -4.50634
H  0.87422  -6.27763  -5.01998
H  -1.59523  -1.98886  4.52716
H  0.14621  2.36641  6.08208

Cartesian forces (eV/Å) of the 3 atoms listed first:
O 0.17 -0.11 -0.23
O -0.50 -0.76 1.41
O -0.87 0.65 2.92


No. 2
Molecular formula: C6H13NO
Method: DFT, the ωB97M-V functional and the def2-TZVPD basis

E_tot = -366.334978 Eh
structure (SMILES) = C=CC(N)=C(C)C.O
HOMO = -7.62 eV
E_LUMO = 0.8 eV
relative energy (zero: lowest compared OMol25 entry of this formula, charge and spin) = 259.72 kJ/mol
net charge = 0

CARTESIAN COORDINATES (ANGSTROEM)
O  -0.86751  3.20961  -0.99344
N  -0.96440  -0.04566  -1.13802
C  0.20260  -1.51159  0.27466
C  0.71574  1.83744  0.89698
C  1.02286  0.76879  0.16253
C  1.26014  -1.99289  1.21046
C  -0.01713  -0.26011  -0.13897
C  -0.88247  -2.56144  0.03372
H  -1.49802  2.46920  -1.00918
H  -1.04683  0.82266  -1.63510
H  -1.91202  -2.23228  0.21438
H  1.17720  -1.65842  2.24675
H  -0.20653  2.75942  -1.50961
H  2.18252  -1.49873  0.87235
H  -0.27382  2.14828  1.18024
H  -0.74672  -3.44879  0.64530
H  -1.71065  -0.69042  -1.30251
H  1.49770  2.54716  1.14112
H  -0.83012  -2.86444  -1.02261
H  1.59698  -3.00392  1.14752
H  2.03465  0.58622  -0.17302

Cartesian forces (eV/Å) of the 3 atoms listed first:
O -1.00 -0.59 -0.43
N -0.49 0.96 -0.04
C -2.12 -1.69 1.41


No. 3
Molecular formula: C18H38BN3O12P2
Method: DFT, the ωB97M-V functional and the def2-TZVPD basis

E_tot = -2483.326911 Eh
structure (SMILES) = COB(O)[C@@](C#N)(CC#N)CON=O.CCOP(=O)(OCC)OCC.CCOP(=O)(OCC)OCC
HOMO = -9.95 eV
E_LUMO = -1.2 eV
net charge = 0

CARTESIAN COORDINATES (ANGSTROEM)
P  1.31727  4.98065  0.42770
P  3.63990  -2.42292  -0.13531
O  3.39766  -3.88595  -0.39866
O  -5.99019  -5.57239  -0.70340
O  -4.48857  -6.68276  3.54574
O  1.09936  3.59110  -0.15076
O  5.18269  -2.31364  -0.68930
O  2.82570  -1.75446  -1.41833
O  1.61750  6.43709  1.19217
O  -6.22189  -3.23042  -1.05543
O  -4.41922  -5.35692  1.90785
O  2.85780  5.15401  -0.13060
O  0.53584  5.81797  -0.78520
O  3.90395  -0.92381  0.53607
N  -2.51928  -3.55865  -2.14778
N  -3.86127  -5.80317  3.10358
N  -2.10258  -1.73118  2.12567
C  -4.19557  -2.56922  0.75855
C  2.09300  -0.53107  2.12171
C  -0.75396  5.42470  -1.23543
C  -7.50188  -3.17053  -0.39376
C  5.95900  -3.48518  -0.92426
C  0.43646  -1.67375  -0.88983
C  3.41214  3.67299  -1.97324
C  -2.97742  -2.16347  1.55947
C  2.86591  -0.03530  0.91559
C  -0.18308  6.79028  2.80428
C  0.60820  7.32874  1.62848
C  5.78638  -3.98768  -2.34395
C  -3.41313  -5.03252  0.94136
C  -1.86809  5.86843  -0.30707
C  1.53161  -2.21790  -1.78471
C  -3.09633  -3.72534  -1.20392
C  -4.00150  -3.94148  0.00516
C  3.62158  4.01196  -0.51052
B  -5.46224  -4.31288  -0.60519
H  -0.80438  4.34486  -1.39153
H  -5.03004  -2.69574  1.48317
H  -4.48027  -1.75520  0.07130
H  4.67447  4.25399  -0.34869
H  1.20270  0.07849  2.28121
H  3.34283  0.91296  1.17597
H  -1.90021  6.95653  -0.22319
H  3.85264  2.70278  -2.21263
H  -0.51574  5.76283  2.63159
H  -3.18234  -5.95271  0.35287
H  0.39112  -0.58378  -0.94177
H  1.49356  -3.30937  -1.80359
H  -5.44527  -6.24414  -0.26827
H  3.87516  4.43099  -2.60904
H  -2.83906  5.54177  -0.68345
H  4.73684  -4.05533  -2.63390
H  3.39648  3.16324  0.13563
H  7.00491  -3.21318  -0.76316
H  0.60285  -1.95359  0.15315
H  -0.53908  -2.05532  -1.19530
H  2.71195  -0.46908  3.01928
H  1.79559  -1.57748  2.01039
H  -1.05280  7.41932  2.99893
H  6.25825  -3.30122  -3.05071
H  -2.45497  -4.72975  1.41448
H  -8.16848  -3.96464  -0.78392
H  -7.92936  -2.16694  -0.60007
H  -1.73375  5.45769  0.69627
H  2.35595  3.64634  -2.24521
H  -7.41968  -3.24498  0.71689
H  -0.90049  5.89010  -2.21303
H  6.23956  -4.97414  -2.46325
H  0.43541  6.77866  3.70373
H  5.72347  -4.25924  -0.19345
H  2.22081  0.18775  0.06642
H  1.12013  8.24258  1.94045
H  1.35428  -1.88098  -2.80859
H  -0.02880  7.62060  0.79429

Cartesian forces (eV/Å) of the 3 atoms listed first:
P 3.49 2.68 -8.05
P 3.02 1.73 -7.07
O -1.31 0.58 3.48


Q: Which orbital gap values were calculated for the entries above? A: 7.9 8.4 8.7, in eV.
Q: Which max |F| values were calculated for the entries above? A: 3.739 3.059 9.174, in eV/Å.